Arrangement a

3 unconnected molecules or ions with the total composition C5H16NO2, computed with the ωB97M-V functional and the def2-TZVPD basis.

charge	+1
multiplicity	1

Each atom is followed by the atoms it is bonded to, with distances in Å.
Positions of all 24 atoms, in Å:
1 C 2.303 0.612 0.027  C2 1.577, N6 1.503, H7 1.097, H8 1.114
2 C 1.435 -0.701 -0.077  C1 1.577, C3 1.483, H9 1.110, H10 1.092
3 C 0.001 -0.390 0.137  C2 1.483, C4 1.498, C5 1.491, H16 1.105
4 C -0.804 -1.441 -0.565  C3 1.498, H11 1.118, H12 1.087, H22 1.100
5 C -0.387 -0.163 1.558  C3 1.491, H13 1.087, H14 1.095, H15 1.116
6 N 1.728 1.771 -0.737  C1 1.503, H18 1.057
7 H 3.273 0.294 -0.376  C1 1.097
8 H 2.453 0.865 1.101  C1 1.114
9 H 1.578 -0.840 -1.169  C2 1.110
10 H 1.867 -1.535 0.479  C2 1.092
11 H -0.358 -2.370 -0.130  C4 1.118
12 H -1.857 -1.524 -0.308  C4 1.087
13 H -0.187 -1.014 2.204  C5 1.087
14 H -1.463 0.036 1.556  C5 1.095
15 H 0.122 0.728 1.995  C5 1.116
16 H -0.088 0.560 -0.420  C3 1.105
17 H 1.317 1.188 -1.998  O24 1.122
18 H 2.502 2.487 -0.814  N6 1.057
19 H -5.331 -0.041 1.522  O21 1.001
20 H -4.573 1.113 2.301  O21 1.013
21 O -4.429 0.385 1.613  H19 1.001, H20 1.013
22 H -0.667 -1.492 -1.655  C4 1.100
23 H 0.682 0.996 -3.497  O24 0.938
24 O 0.884 0.472 -2.746  H17 1.122, H23 0.938



Arrangement b

3 unconnected molecules or ions with the total composition C5H16NO2, computed with the ωB97M-V functional and the def2-TZVPD basis.

charge	+1
multiplicity	1

Each atom is followed by the atoms it is bonded to, with distances in Å.
Positions of all 24 atoms, in Å:
1 C -0.343 1.053 -2.113  C2 1.632, N6 1.469, H7 1.182, H8 1.136
2 C -1.083 0.655 -0.714  C1 1.632, C3 1.606, H9 1.053, H10 1.131
3 C 0.042 0.049 0.259  C2 1.606, C4 1.553, C5 1.539, H16 1.127
4 C -0.412 -1.117 1.179  C3 1.553, H11 1.120, H12 1.089, H22 1.234
5 C 0.479 1.276 1.080  C3 1.539, H13 1.095, H14 1.136, H15 1.167
6 N 0.328 0.113 -3.020  C1 1.469, H17 1.029, H18 1.051
7 H -1.201 1.457 -2.818  C1 1.182
8 H 0.398 1.910 -2.042  C1 1.136
9 H -1.826 -0.047 -0.964  C2 1.053
10 H -1.728 1.425 -0.195  C2 1.131
11 H -0.249 -0.833 2.251  C4 1.120
12 H -0.220 -2.083 0.714  C4 1.089
13 H -0.249 1.600 1.830  C5 1.095
14 H 1.368 0.871 1.659  C5 1.136
15 H 0.773 2.200 0.433  C5 1.167
16 H 0.927 -0.421 -0.258  C3 1.127
17 H 1.265 0.423 -3.312  N6 1.029
18 H 0.098 -0.911 -3.055  N6 1.051
19 H 3.488 -2.091 2.785  O21 0.964
20 H 2.721 -1.578 1.470  O21 0.963
21 O 3.557 -1.625 1.944  H19 0.964, H20 0.963
22 H -1.583 -0.938 0.831  C4 1.234
23 H -3.700 -0.789 1.144  O24 0.901
24 O -2.850 -0.599 0.912  H23 0.901



Arrangement c

3 unconnected molecules or ions with the total composition C5H16NO2, computed with the ωB97M-V functional and the def2-TZVPD basis.

charge	+1
multiplicity	1

Each atom is followed by the atoms it is bonded to, with distances in Å.
Positions of all 24 atoms, in Å:
1 C -0.662 -2.648 0.155  C2 1.582, H7 1.097, H8 1.082, H9 1.121
2 C -0.741 -1.688 -1.100  C1 1.582, C3 1.527, H10 1.086, H11 1.116
3 C -1.791 -0.584 -0.999  C2 1.527, C4 1.490, H12 1.118, H13 1.119
4 C -1.084 0.541 -0.324  C3 1.490, C5 1.321, H14 1.095
5 C -0.620 1.477 -1.133  C4 1.321, N6 1.490, H15 1.111
6 N 0.561 2.348 -0.874  C5 1.490, H16 0.986, H17 1.029, H18 1.039
7 H -1.527 -2.471 0.806  C1 1.097
8 H -0.539 -3.716 0.035  C1 1.082
9 H 0.228 -2.295 0.738  C1 1.121
10 H 0.251 -1.285 -1.283  C2 1.086
11 H -1.042 -2.281 -1.997  C2 1.116
12 H -2.189 -0.236 -1.985  C3 1.118
13 H -2.755 -1.001 -0.613  C3 1.119
14 H -0.698 0.274 0.666  C4 1.095
15 H -1.002 1.723 -2.147  C5 1.111
16 H 0.188 3.202 -0.550  N6 0.986
17 H 1.112 1.965 -0.094  N6 1.029
18 H 1.132 2.623 -1.696  N6 1.039
19 H 2.252 0.771 1.470  O21 0.959
20 H 3.122 2.122 1.164  O21 0.941
21 O 2.555 1.439 0.851  H19 0.959, H20 0.941
22 H 1.911 0.165 3.026  O24 0.993
23 H 0.386 -0.582 3.109  O24 0.974
24 O 0.950 0.139 2.775  H22 0.993, H23 0.974



Arrangement d

3 unconnected molecules or ions with the total composition C5H16NO2, computed with the ωB97M-V functional and the def2-TZVPD basis.

charge	+1
multiplicity	1

Each atom is followed by the atoms it is bonded to, with distances in Å.
Positions of all 24 atoms, in Å:
1 C -0.639 -1.682 -0.552  C2 1.563, H7 1.066, H8 1.122, H9 1.094
2 C 0.458 -2.067 0.494  C1 1.563, C3 1.635, H10 1.033, H11 1.157
3 C 1.535 -0.905 0.900  C2 1.635, C4 1.513, H12 1.128, H13 1.154
4 C 0.966 0.496 0.956  C3 1.513, C5 1.369, N6 1.527
5 C 1.042 1.402 1.979  C4 1.369, H14 1.136, H15 1.022
6 N 0.668 0.913 -0.482  C4 1.527, H16 1.048, H17 1.051, H18 1.043
7 H -1.109 -2.591 -0.849  C1 1.066
8 H -1.575 -1.274 -0.086  C1 1.122
9 H -0.239 -1.264 -1.480  C1 1.094
10 H -0.019 -2.487 1.308  C2 1.033
11 H 1.080 -2.814 -0.132  C2 1.157
12 H 2.422 -0.840 0.206  C3 1.128
13 H 1.815 -1.364 1.921  C3 1.154
14 H 0.678 2.478 1.997  C5 1.136
15 H 1.569 1.189 2.827  C5 1.022
16 H 0.633 0.120 -1.166  N6 1.048
17 H -0.306 1.307 -0.522  N6 1.051
18 H 1.347 1.556 -0.943  N6 1.043
19 H -3.032 1.768 1.796  O21 0.956
20 H -3.298 1.826 0.377  O21 0.938
21 O -2.566 1.811 0.963  H19 0.956, H20 0.938
22 H -0.036 1.411 -3.542  O24 0.972
23 H -0.964 0.115 -3.155  O24 1.006
24 O -0.431 0.898 -2.817  H22 0.972, H23 1.006



Result of the stability comparison: arrangement b is the least stable of them.



Arrangement a

8 unconnected molecules or ions with the total composition C20H56O8, computed with the ωB97M-V functional and the def2-TZVPD basis.

SMILES string	CC(C)O.CC(C)O.CC(C)O.CC(C)O.CC(C)O.CC(C)O.CO.CO
multiplicity	1

Each atom is followed by the atoms it is bonded to, with distances in Å.
Positions of all 84 atoms, in Å:
1 C 1.497 -4.719 0.103  O2 1.402, H3 1.099, H4 1.095, H5 1.091
2 O 2.047 -3.439 0.262  C1 1.402, H6 0.960
3 H 1.564 -5.104 -0.924  C1 1.099
4 H 2.022 -5.488 0.679  C1 1.095
5 H 0.429 -4.788 0.315  C1 1.091
6 H 2.593 -3.239 -0.502  O2 0.960
7 C 0.699 -0.532 -0.166  O8 1.406, H9 1.099, H10 1.096, H11 1.098
8 O -0.263 0.476 0.012  C7 1.406, H12 0.971
9 H 1.042 -0.748 -1.188  C7 1.099
10 H 1.572 -0.218 0.417  C7 1.096
11 H 0.301 -1.428 0.330  C7 1.098
12 H -1.172 0.162 -0.128  O8 0.971
13 C -4.971 2.411 2.114  C14 1.532, H17 1.098, H18 1.090, H19 1.085
14 C -3.875 1.600 2.813  C13 1.532, C15 1.515, O16 1.441, H20 1.100
15 C -2.425 1.793 2.421  C14 1.515, H21 1.095, H22 1.093, H23 1.087
16 O -3.980 1.744 4.243  C14 1.441, H24 0.969
17 H -4.944 3.478 2.368  C13 1.098
18 H -5.912 2.070 2.546  C13 1.090
19 H -4.955 2.352 1.030  C13 1.085
20 H -4.268 0.580 2.691  C14 1.100
21 H -2.171 2.841 2.615  C15 1.095
22 H -2.270 1.647 1.349  C15 1.093
23 H -1.697 1.146 2.904  C15 1.087
24 H -3.798 2.676 4.433  O16 0.969
25 C 0.935 3.811 -0.350  C26 1.516, H29 1.092, H30 1.093, H31 1.088
26 C 0.803 3.772 1.160  C25 1.516, C27 1.536, O28 1.421, H32 1.094
27 C 2.169 4.050 1.803  C26 1.536, H33 1.092, H34 1.093, H35 1.093
28 O -0.169 4.719 1.582  C26 1.421, H36 0.958
29 H 1.376 2.873 -0.696  C25 1.092
30 H 1.632 4.587 -0.673  C25 1.093
31 H -0.056 3.944 -0.779  C25 1.088
32 H 0.483 2.767 1.446  C26 1.094
33 H 2.232 3.974 2.890  C27 1.092
34 H 2.535 5.039 1.514  C27 1.093
35 H 2.888 3.319 1.422  C27 1.093
36 H 0.187 5.331 2.228  O28 0.958
37 C -5.112 -0.524 -0.140  C38 1.527, H41 1.086, H42 1.090, H43 1.092
38 C -3.853 -1.018 -0.850  C37 1.527, C39 1.543, O40 1.434, H44 1.095
39 C -3.648 -0.392 -2.246  C38 1.543, H45 1.089, H46 1.089, H47 1.088
40 O -2.719 -0.637 -0.059  C38 1.434, H48 0.976
41 H -4.969 0.515 0.138  C37 1.086
42 H -5.283 -1.128 0.752  C37 1.090
43 H -5.973 -0.529 -0.810  C37 1.092
44 H -3.823 -2.107 -0.964  C38 1.095
45 H -4.185 -1.030 -2.945  C39 1.089
46 H -2.569 -0.400 -2.388  C39 1.089
47 H -4.001 0.636 -2.303  C39 1.088
48 H -2.805 -1.114 0.788  O40 0.976
49 C 4.423 -0.271 -0.606  C50 1.529, H53 1.090, H54 1.090, H55 1.097
50 C 5.170 -0.131 -1.933  C49 1.529, C51 1.520, O52 1.432, H56 1.090
51 C 5.870 1.212 -2.064  C50 1.520, H57 1.097, H58 1.093, H59 1.086
52 O 6.171 -1.156 -1.945  C50 1.432, H60 0.960
53 H 4.240 -1.296 -0.283  C49 1.090
54 H 3.485 0.275 -0.509  C49 1.090
55 H 5.039 0.159 0.194  C49 1.097
56 H 4.417 -0.288 -2.705  C50 1.090
57 H 5.081 1.958 -2.217  C51 1.097
58 H 6.462 1.269 -2.980  C51 1.093
59 H 6.522 1.414 -1.218  C51 1.086
60 H 6.381 -1.393 -2.851  O52 0.960
61 C -1.177 -3.335 2.804  C62 1.506, H65 1.091, H66 1.092, H67 1.089
62 C -2.195 -2.551 3.590  C61 1.506, C63 1.539, O64 1.442, H68 1.098
63 C -1.559 -1.569 4.590  C62 1.539, H69 1.096, H70 1.096, H71 1.089
64 O -3.001 -1.789 2.668  C62 1.442, H72 0.964
65 H -0.468 -3.802 3.488  C61 1.091
66 H -0.583 -2.652 2.193  C61 1.092
67 H -1.679 -4.067 2.174  C61 1.089
68 H -2.909 -3.136 4.184  C62 1.098
69 H -2.313 -0.848 4.926  C63 1.096
70 H -0.817 -0.966 4.054  C63 1.096
71 H -1.077 -1.966 5.482  C63 1.089
72 H -3.338 -1.030 3.158  O64 0.964
73 C 0.915 -1.553 -4.187  C74 1.534, H77 1.093, H78 1.085, H79 1.089
74 C 2.205 -1.109 -4.888  C73 1.534, C75 1.541, O76 1.420, H80 1.095
75 C 2.470 0.407 -4.829  C74 1.541, H81 1.092, H82 1.090, H83 1.092
76 O 3.307 -1.799 -4.317  C74 1.420, H84 0.960
77 H 1.268 -2.313 -3.485  C73 1.093
78 H 0.186 -1.950 -4.884  C73 1.085
79 H 0.476 -0.760 -3.582  C73 1.089
80 H 2.138 -1.296 -5.964  C74 1.095
81 H 2.703 0.722 -3.809  C75 1.092
82 H 1.627 1.016 -5.156  C75 1.090
83 H 3.327 0.607 -5.476  C75 1.092
84 H 4.089 -1.750 -4.873  O76 0.960



Arrangement b

8 unconnected molecules or ions with the total composition C20H56O8, computed with the ωB97M-V functional and the def2-TZVPD basis.

SMILES string	CC(C)O.CC(C)O.CC(C)O.CC(C)O.CCO.CCO.CCO.CCO
multiplicity	1

Each atom is followed by the atoms it is bonded to, with distances in Å.
Positions of all 84 atoms, in Å:
1 C -3.688 1.956 -3.401  C2 1.518, H4 1.086, H5 1.095, H6 1.097
2 C -2.203 2.119 -3.675  C1 1.518, O3 1.436, H7 1.090, H8 1.092
3 O -1.562 2.557 -2.466  C2 1.436, H9 0.981
4 H -4.195 2.877 -3.130  C1 1.086
5 H -3.833 1.237 -2.589  C1 1.095
6 H -4.182 1.427 -4.225  C1 1.097
7 H -2.003 2.861 -4.448  C2 1.090
8 H -1.801 1.149 -3.975  C2 1.092
9 H -0.928 1.872 -2.164  O3 0.981
10 C -1.439 -0.966 -1.245  C11 1.525, H13 1.090, H14 1.092, H15 1.087
11 C -0.024 -0.529 -0.881  C10 1.525, O12 1.425, H16 1.095, H17 1.094
12 O 0.096 0.881 -1.044  C11 1.425, H18 0.984
13 H -2.144 -0.304 -0.740  C10 1.090
14 H -1.606 -1.965 -0.838  C10 1.092
15 H -1.573 -0.988 -2.323  C10 1.087
16 H 0.671 -1.050 -1.548  C11 1.095
17 H 0.257 -0.793 0.143  C11 1.094
18 H 1.028 1.134 -0.857  O12 0.984
19 C -1.130 5.535 1.230  C20 1.513, H22 1.092, H23 1.086, H24 1.096
20 C -1.467 4.187 0.630  C19 1.513, O21 1.427, H25 1.094, H26 1.098
21 O -2.318 4.427 -0.490  C20 1.427, H27 0.976
22 H -2.013 5.928 1.739  C19 1.092
23 H -0.729 6.245 0.513  C19 1.086
24 H -0.375 5.454 2.020  C19 1.096
25 H -1.951 3.501 1.331  C20 1.094
26 H -0.560 3.695 0.256  C20 1.098
27 H -2.208 3.705 -1.137  O21 0.976
28 C 3.433 0.485 1.440  C29 1.514, H31 1.091, H32 1.092, H33 1.089
29 C 3.826 0.713 -0.004  C28 1.514, O30 1.432, H34 1.095, H35 1.092
30 O 2.789 1.486 -0.619  C29 1.432, H36 0.961
31 H 2.493 -0.065 1.488  C28 1.091
32 H 3.285 1.463 1.902  C28 1.092
33 H 4.146 -0.070 2.049  C28 1.089
34 H 3.961 -0.262 -0.483  C29 1.095
35 H 4.761 1.264 -0.121  C29 1.092
36 H 3.174 1.975 -1.351  O30 0.961
37 C -2.602 -2.427 2.041  C38 1.505, H41 1.099, H42 1.094, H43 1.091
38 C -2.991 -3.174 3.289  C37 1.505, C39 1.525, O40 1.445, H44 1.089
39 C -1.830 -3.849 4.011  C38 1.525, H45 1.088, H46 1.094, H47 1.091
40 O -3.589 -2.243 4.218  C38 1.445, H48 0.963
41 H -2.394 -3.109 1.205  C37 1.099
42 H -1.697 -1.813 2.069  C37 1.094
43 H -3.400 -1.785 1.665  C37 1.091
44 H -3.784 -3.888 3.072  C38 1.089
45 H -2.159 -4.279 4.954  C39 1.088
46 H -1.034 -3.121 4.196  C39 1.094
47 H -1.358 -4.635 3.418  C39 1.091
48 H -2.880 -1.830 4.722  O40 0.963
49 C 0.396 -4.225 1.271  C50 1.525, H53 1.090, H54 1.091, H55 1.091
50 C 1.803 -4.370 0.701  C49 1.525, C51 1.516, O52 1.433, H56 1.094
51 C 2.275 -3.094 0.033  C50 1.516, H57 1.094, H58 1.087, H59 1.089
52 O 2.709 -4.617 1.784  C50 1.433, H60 0.962
53 H -0.327 -3.939 0.507  C49 1.090
54 H 0.398 -3.438 2.027  C49 1.091
55 H 0.104 -5.153 1.764  C49 1.091
56 H 1.891 -5.160 -0.050  C50 1.094
57 H 3.316 -3.228 -0.277  C51 1.094
58 H 2.265 -2.247 0.715  C51 1.087
59 H 1.715 -2.909 -0.882  C51 1.089
60 H 2.257 -5.163 2.435  O52 0.962
61 C -0.066 0.289 3.004  C62 1.520, H65 1.092, H66 1.094, H67 1.092
62 C 0.808 1.014 4.015  C61 1.520, C63 1.515, O64 1.423, H68 1.098
63 C 0.507 2.498 4.059  C62 1.515, H69 1.097, H70 1.092, H71 1.091
64 O 0.637 0.380 5.277  C62 1.423, H72 0.962
65 H 0.161 -0.774 2.898  C61 1.092
66 H 0.090 0.730 2.015  C61 1.094
67 H -1.117 0.383 3.288  C61 1.092
68 H 1.843 0.884 3.672  C62 1.098
69 H 1.207 3.060 4.690  C63 1.097
70 H -0.475 2.694 4.495  C63 1.092
71 H 0.599 2.997 3.094  C63 1.091
72 H 1.398 0.590 5.827  O64 0.962
73 C 1.060 -0.059 -4.345  C74 1.516, H77 1.090, H78 1.093, H79 1.092
74 C 0.807 0.717 -5.623  C73 1.516, C75 1.524, O76 1.431, H80 1.091
75 C 2.080 1.230 -6.284  C74 1.524, H81 1.085, H82 1.094, H83 1.097
76 O 0.088 -0.071 -6.577  C74 1.431, H84 0.963
77 H 0.101 -0.416 -3.967  C73 1.090
78 H 1.493 0.603 -3.591  C73 1.093
79 H 1.739 -0.904 -4.476  C73 1.092
80 H 0.157 1.566 -5.404  C74 1.091
81 H 1.904 1.806 -7.187  C75 1.085
82 H 2.735 0.370 -6.453  C75 1.094
83 H 2.642 1.884 -5.606  C75 1.097
84 H 0.530 -0.917 -6.699  O76 0.963



Result of the stability comparison: arrangement a is the least stable of them.